# C4H15NO3

A 3-piece molecular cluster, C4H15NO3 overall (ωB97M-V/def2-TZVPD, OMol25).

Positions of all 23 atoms, in Å:
C 2.62483 -1.48494 -0.74563
N 1.64698 -0.38921 -0.72621
C 1.83284 0.69856 0.10367
C 0.26323 -0.85997 -0.50792
C -0.80436 0.03011 -1.22546
O -2.04181 -0.03188 -0.61864
H 3.51018 -1.08622 -0.17497
H 2.18082 -2.36652 -0.30690
H 2.75229 -1.59352 -1.85637
H 2.26808 0.42010 1.10726
H 0.77132 1.21303 0.32860
H 2.61805 1.35434 -0.21052
H 0.13532 -0.84852 0.58500
H 0.13285 -1.89936 -0.80010
H -0.97670 -0.39407 -2.22079
H -0.29950 1.07008 -1.27770
H -1.83060 -0.42766 0.29080
H -3.91487 2.13405 0.39550
H -2.41329 1.43550 0.15980
O -2.97293 2.07249 0.65061
H -1.40198 0.00653 2.99179
H -2.26884 0.90415 1.92577
O -1.81190 0.04293 2.13240

<S²> = 0.75
HOMO-LUMO gap (alpha / beta) = 11.3 / 6.6 eV
Charge = +1
Energy above the lowest of the compared OMol25 structures with the same formula, charge and spin = 1.771 eV
E_LUMO (alpha / beta) = -0.108 / -0.283 hartree
Multiplicity = 2